No. 1
ORCA calculation (the ωB97M-V functional and the def2-TZVPD basis) on C34H31F14N5OS2SbV as an isolated structure at a distorted geometry.

Geometry as XYZ:
```
89
Properties=species:S:1:pos:R:3:lowdin_charge:R:1
V 1.67240 -0.55557 -1.11620 0.68
C 2.98435 3.56072 -4.46694 -0.42
S 3.90782 2.98485 -3.01228 0.80
C 3.01438 1.48353 -2.71919 -1.09
S 1.29182 1.42810 -2.61126 0.61
N 3.74074 0.41270 -2.65334 -0.05
N 2.97867 -0.70275 -2.42247 -0.25
C 3.23600 -1.76194 -3.16862 -0.08
C 2.31931 -2.84160 -3.17501 -0.27
C 2.54365 -4.00739 -3.93343 -0.03
C 1.58371 -4.98910 -3.95649 -0.08
C 0.42826 -4.81835 -3.19069 -0.07
C 0.30067 -3.66155 -2.44361 -0.15
N 1.18440 -2.67199 -2.44720 0.09
H 3.29328 4.58617 -4.65474 0.02
H 3.22977 2.92761 -5.31690 0.03
H 1.92162 3.51253 -4.24368 -0.01
H 4.09857 -1.75582 -3.82536 0.12
H 3.46763 -4.10357 -4.48804 0.11
H 1.72627 -5.88118 -4.55282 0.10
H -0.34433 -5.57396 -3.17480 0.10
H -0.56594 -3.52471 -1.80588 0.09
N -1.13538 -1.66078 0.56492 -0.01
C -2.41240 -2.32137 0.33685 -0.27
C -2.96244 -2.07401 -1.07147 -0.19
C -2.75791 -0.66187 -1.62343 -0.27
N -1.36399 -0.43497 -2.01451 -0.02
H -0.49576 -1.79271 -0.20391 0.01
H -0.67854 -2.03790 1.38752 0.07
H -3.11643 -1.92156 1.07424 0.10
H -2.36470 -3.40896 0.49627 0.11
H -4.03294 -2.29031 -1.05276 0.11
H -2.50319 -2.77512 -1.77559 0.09
H -3.03006 0.07809 -0.86396 0.09
H -3.45236 -0.53089 -2.46608 0.11
H -1.25628 0.48471 -2.42364 0.00
H -1.08471 -1.10790 -2.72238 0.06
F 1.60927 5.56388 5.00514 0.03
C 1.04458 4.69761 4.12777 -0.29
C 1.16768 3.34171 4.35048 -0.01
C 0.59309 2.46726 3.43924 -0.12
C -0.11045 2.93301 2.33150 -0.34
C -0.20992 4.30778 2.14289 -0.11
C 0.36476 5.20041 3.03904 -0.02
Sb -0.85917 1.50573 0.85944 1.62
C -2.29506 0.69730 2.28914 -0.36
C -3.67516 0.78767 2.14732 -0.13
C -4.53839 0.10611 2.99942 -0.02
C -3.99893 -0.68072 3.99328 -0.29
F -4.83238 -1.34566 4.82928 0.04
C -2.63437 -0.81273 4.15982 -0.01
C -1.79365 -0.11790 3.30332 -0.13
C -2.23995 2.96804 -0.00571 -0.38
C -3.23893 3.65250 0.68231 -0.14
C -4.13541 4.47487 0.01358 -0.01
C -4.01069 4.61669 -1.35447 -0.29
F -4.89608 5.40159 -2.01118 0.04
C -3.01144 3.98948 -2.06869 -0.01
C -2.12987 3.16528 -1.38119 -0.13
H 1.72265 2.98797 5.20954 0.11
H 0.72287 1.40402 3.59296 0.08
H -0.73595 4.69857 1.28075 0.09
H 0.30622 6.27102 2.89098 0.11
H -4.09986 1.39471 1.35840 0.08
H -5.61352 0.17315 2.89303 0.11
H -2.24855 -1.45596 4.94009 0.12
H -0.72216 -0.23821 3.41793 0.08
H -3.31152 3.55873 1.75952 0.11
H -4.92294 5.00190 0.53677 0.11
H -2.93133 4.14635 -3.13640 0.12
H -1.31786 2.68894 -1.92159 0.05
F 1.89776 0.40506 1.48032 -0.15
C 2.44142 0.78162 0.22158 -0.41
F 2.06040 2.13124 0.14447 -0.16
H 3.52790 0.81905 0.37585 0.10
F 5.01465 -3.33932 1.25258 0.16
C 4.11348 -2.82776 0.39377 -0.54
F 4.15639 -3.58808 -0.71455 0.16
F 4.55204 -1.61261 0.06184 0.16
C 2.65768 -2.77037 0.97485 -0.30
O 1.77959 -2.05693 0.25994 -0.19
C 2.15461 -4.25928 1.05609 -0.53
F 1.68326 -4.65810 -0.13268 0.16
F 1.14316 -4.38245 1.93788 0.15
F 3.10320 -5.14341 1.41957 0.15
C 2.80171 -2.27220 2.46659 -0.53
F 3.67271 -1.26207 2.58183 0.16
F 1.61640 -1.86597 2.93963 0.15
F 3.24001 -3.24074 3.30359 0.14
```

* calculated total energy: -137201.8618 eV
* net charge: -1
* multiplicity: 4
* HOMO-LUMO gap (spin up / spin down): 6.45 / 7.36 eV
* <S²>: 3.802
* molecular weight: 1028.47 g mol⁻¹

No. 2
ORCA calculation (the ωB97M-V functional and the def2-TZVPD basis) on C34H31F3FeN8O3 as an isolated structure at a distorted geometry.

Geometry as XYZ:
```
80
Properties=species:S:1:pos:R:3:lowdin_charge:R:1
Fe -1.24931 -0.83648 -1.20107 0.74
C 0.09175 1.86362 -0.51171 -0.07
N -1.35137 1.51452 -0.76663 -0.06
C -1.99806 2.16783 -1.95736 -0.09
C -2.87954 1.19400 -2.65813 -0.28
N -2.91135 -0.13170 -2.48611 0.12
C -3.94058 -0.60161 -3.27539 -0.21
C -4.62992 -1.84692 -3.28185 -0.01
C -5.66096 -1.97309 -4.19534 -0.09
C -6.20769 -0.82581 -4.85562 -0.11
C -5.67477 0.43699 -4.74835 -0.02
C -4.45224 0.47169 -3.97601 -0.18
N -3.78161 1.61680 -3.55693 0.17
C 0.96512 0.86191 -1.21223 -0.32
N 0.65819 -0.02040 -2.10597 0.10
C 1.84907 -0.68430 -2.51241 -0.21
C 2.00551 -1.66993 -3.44400 -0.03
C 3.27450 -2.25968 -3.32639 -0.08
C 4.26911 -1.89319 -2.35945 -0.10
C 4.11766 -0.78751 -1.58168 -0.04
C 2.89863 -0.17311 -1.70190 -0.17
N 2.32810 0.86600 -0.93015 0.18
H 0.36219 1.83319 0.51665 0.11
H 0.29343 2.82018 -0.99311 0.12
H -1.89994 1.71788 0.07914 0.11
H -1.20306 2.37444 -2.67192 0.13
H -2.51030 3.03659 -1.65611 0.11
H -4.33203 -2.69183 -2.58834 0.13
H -6.18920 -2.93942 -4.27073 0.11
H -7.13445 -0.98281 -5.48470 0.12
H -6.11138 1.37651 -5.16299 0.12
H -3.92558 2.59649 -3.78339 0.18
H 1.24482 -1.96725 -4.11193 0.10
H 3.48196 -3.10966 -4.08093 0.12
H 5.14542 -2.52442 -2.19155 0.10
H 4.91653 -0.41580 -0.85698 0.15
H 2.79561 1.23977 -0.10220 0.08
O 0.18807 -3.35685 1.84225 0.03
C -0.06552 -2.72086 0.83188 -0.59
O 0.14365 -1.47740 0.51877 -0.09
C -0.76063 -3.49113 -0.26366 -0.14
C -1.02975 -4.86104 -0.21238 0.00
C -1.69033 -5.55112 -1.20926 -0.05
C -2.13455 -4.83536 -2.33593 -0.05
C -1.61933 -3.52908 -2.46517 -0.12
N -1.11438 -2.84068 -1.41697 0.02
H -0.61532 -5.41728 0.63750 0.12
H -1.83666 -6.63146 -1.15752 0.11
H -2.88078 -5.28514 -3.00510 0.11
H -1.69424 -2.97805 -3.37516 0.10
C 0.95161 3.68729 4.83605 0.00
N 2.18639 3.44888 4.03252 -0.07
N 2.25635 2.25507 3.20616 0.07
C 3.21615 2.59648 2.23596 -0.41
O 3.52966 1.99179 1.20630 0.00
C 3.74065 3.90070 2.47273 0.03
C 3.04064 4.44348 3.51404 -0.23
C 3.28519 5.77838 4.17077 0.00
C 2.11830 0.97742 3.75735 -0.23
C 2.48175 0.72788 5.07805 -0.05
C 2.76619 -0.56825 5.50331 -0.09
C 2.44897 -1.67423 4.65440 -0.06
C 1.90144 -1.42662 3.36633 -0.05
C 1.94194 -0.12752 2.91810 -0.02
H 1.18908 4.32536 5.66655 0.08
H 0.52861 2.72080 5.11771 0.09
H 0.17094 4.19313 4.25794 0.09
H 4.32354 4.35472 1.64329 0.14
H 4.34272 5.94388 3.85841 0.10
H 3.21838 5.72649 5.21765 0.06
H 2.62900 6.54358 3.83015 0.07
H 2.71319 1.66645 5.65321 0.12
H 3.21603 -0.83918 6.45333 0.09
H 2.60859 -2.70745 5.08661 0.12
H 1.58040 -2.28316 2.70010 0.10
H 1.69743 0.10761 1.83918 0.11
F -3.18725 -1.85204 0.86499 0.05
C -2.61858 -0.68132 0.54845 -0.59
F -2.15385 -0.09007 1.67538 0.02
F -3.66796 0.18243 0.24950 -0.03
```

* ΔE to the lowest compared entry with this formula, charge and spin: 0.0000 eV
* calculated total energy: -96363.7003 eV
* multiplicity: 5
* HOMO-LUMO gap (spin up / spin down): 7.08 / 7.70 eV
* <S²>: 6.011
* molecular weight: 712.51 g mol⁻¹

No. 3
ORCA calculation (the ωB97M-V functional and the def2-TZVPD basis) on C34H31KN10PS3SbSe4 as an isolated structure.

Geometry as XYZ:
```
85
Properties=species:S:1:pos:R:3:lowdin_charge:R:1
K -1.17788 -0.63693 -1.74237 0.27
N 0.56544 0.96767 -4.79284 0.15
C 1.79285 0.53943 -4.30572 -0.19
C 2.78556 -0.25357 -4.86020 -0.02
C 3.90192 -0.49688 -4.07864 -0.10
C 4.02524 0.04753 -2.79072 -0.10
C 3.02352 0.82659 -2.23999 -0.04
C 1.88308 1.05319 -3.00215 -0.23
N 0.69523 1.70573 -2.67909 0.17
C -0.03621 1.63423 -3.75386 -0.35
C -1.42448 2.09028 -3.84196 -0.41
C -2.10937 2.36483 -4.98426 -0.40
S -3.76980 2.49414 -4.63502 1.01
C -3.43298 2.22184 -2.97886 -0.45
N -2.18208 2.03896 -2.69614 0.01
H -0.01866 0.37047 -5.38289 0.05
H 2.67456 -0.69091 -5.84375 0.11
H 4.68740 -1.13688 -4.46003 0.09
H 4.90995 -0.17342 -2.20635 0.09
H 3.10577 1.22472 -1.23610 0.09
H -1.72996 2.38483 -5.99126 0.08
H -4.21893 2.17877 -2.24014 0.08
N 0.13090 -3.56294 -4.18160 0.07
C 0.74869 -3.57026 -2.99506 -0.69
N 1.04439 -2.50012 -2.29003 0.08
C 1.76945 -2.84524 -1.17491 -0.37
C 2.06721 -4.15628 -1.01371 -0.40
S 1.37330 -5.06176 -2.31162 1.00
C 2.11077 -1.79914 -0.20559 -0.34
C 3.25331 -1.72288 0.52084 -0.36
S 3.20152 -0.34069 1.55499 0.99
C 1.64260 0.04713 0.89919 -0.73
N 1.20846 -0.77669 0.01146 0.09
N 0.91577 1.13361 1.36895 0.10
H -0.32912 -2.67572 -4.43090 -0.06
H -0.46275 -4.35607 -4.43008 -0.02
H 2.52990 -4.62189 -0.16091 0.06
H 4.11556 -2.36481 0.46963 0.07
H 1.44133 1.99703 1.33233 0.08
H 0.06349 1.22698 0.82432 0.05
C -3.53125 -1.92055 1.82999 -0.30
P -1.89535 -1.09960 1.90801 0.91
C -1.97684 -0.50201 3.66202 -0.31
C -0.77455 -2.53304 2.11030 -0.39
C -0.96090 -3.68041 1.33941 -0.09
C -0.07078 -4.74010 1.42768 -0.08
C 1.02257 -4.67300 2.27948 -0.12
C 1.23334 -3.52536 3.03182 -0.11
C 0.34352 -2.46419 2.94451 -0.13
H -3.66407 -2.66914 2.61289 0.05
H -3.67491 -2.37254 0.84395 -0.06
H -4.29093 -1.14251 1.93592 0.04
H -2.12014 -1.32215 4.36907 0.04
H -2.81496 0.19040 3.75998 0.02
H -1.06356 0.03410 3.92841 -0.01
H -1.78266 -3.74387 0.63357 0.01
H -0.22988 -5.60939 0.80173 0.11
H 1.71964 -5.50055 2.34159 0.09
H 2.09783 -3.44759 3.68112 0.09
H 0.53592 -1.57060 3.52842 0.09
N 1.95346 5.22324 8.11105 0.14
C 1.49633 4.96337 7.08856 -0.19
C 0.92865 4.64418 5.80746 -0.24
C 0.62637 3.32404 5.47705 -0.01
C 0.08607 3.02057 4.24193 0.01
C -0.17699 4.04006 3.33227 -0.19
C 0.12366 5.36020 3.65673 0.00
C 0.67933 5.65968 4.88443 -0.03
N -0.73675 3.73371 2.08150 -0.04
C -0.36945 4.26730 0.85229 -0.06
C -1.12174 3.61224 -0.07128 -0.13
N -1.94990 2.70425 0.54740 0.09
C -1.70458 2.79936 1.81910 -0.18
H 0.83507 2.53412 6.18599 0.12
H -0.10220 1.99464 3.95225 0.09
H -0.09611 6.14479 2.94498 0.12
H 0.91374 6.68362 5.14284 0.12
H 0.40706 5.00652 0.76414 0.11
H -1.09908 3.68778 -1.14500 0.08
H -2.16708 2.22333 2.60252 0.11
Se -2.91713 -4.92933 -5.28783 -0.31
Sb -3.57629 -2.88796 -4.08904 -0.37
Se -2.03720 -1.05131 -4.87930 -0.07
Se -5.86142 -2.07168 -4.35468 -0.38
Se -3.01081 -3.19948 -1.68018 -0.19
```

* ΔE to the lowest compared entry with this formula, charge and spin: 0.8909 eV
* calculated total energy: -376712.0235 eV
* net charge: -2
* HOMO-LUMO gap: 3.62 eV
* molecular weight: 1183.57 g mol⁻¹